i) Entry from the OMol25 dataset: 2 unconnected molecules or ions with the total composition C3H7O (ωB97M-V/def2-TZVPD).

The value obtained for the LUMO energy is 4.53 eV. Its charge is -1. The spin multiplicity is 1. The frontier orbital gap is 5.51 eV.

XYZ file:
```
11
C3H7O (ωB97M-V/def2-TZVPD)
O -0.2698 2.4106 0.9648
H 0.1312 2.2921 1.8301
C 0.6093 -0.9869 0.7062
C 0.2859 -0.5525 -0.5619
C -0.8010 -0.8294 -1.4006
H 1.5565 -0.7231 1.1660
H 0.1438 1.6854 0.4639
H -0.0015 -1.8130 1.1358
H 0.8899 0.3384 -0.8557
H -0.9070 -0.4095 -2.3978
H -1.6373 -1.4121 -1.0509
```

For reference, the Mulliken charges in units of e are: -0.769 0.312 -0.924 -0.206 -0.890 0.217 0.313 0.222 0.300 0.187 0.239

ii) Entry from the OMol25 dataset: 2 unconnected molecules or ions with the total composition C3H7O (ωB97M-V/def2-TZVPD).

The value obtained for the LUMO energy is 4.45 eV. Its charge is -1. The spin multiplicity is 1. The frontier orbital gap is 6.42 eV.

XYZ file:
```
11
C3H7O (ωB97M-V/def2-TZVPD)
C 0.6181 -0.2448 1.1494
O -0.1286 0.6905 0.7212
C 0.1946 -1.5435 1.3939
C -0.5847 0.9177 -2.5255
H 1.6759 -0.0151 1.3928
H -0.7201 -1.8408 0.8950
H 0.8455 -2.2360 1.9175
H -0.2521 0.7527 -1.4920
H -1.0742 1.8803 -2.6235
H -1.2850 0.1144 -2.7643
H 0.2771 0.8580 -3.1905
```

For reference, the Mulliken charges in units of e are: -0.133 -0.791 -0.858 -0.712 0.308 0.231 0.253 0.086 0.195 0.200 0.222

Which of them is most stable, and which least? Most stable: ii); least stable: i).

i) Entry from the OMol25 dataset: C4H9N3O in the gas phase (ωB97M-V/def2-TZVPD).

The value obtained for the LUMO energy is 0.91 eV. Its charge is 0. The spin multiplicity is 1. The frontier orbital gap is 9.30 eV. As for the SMILES: C=NN(C)/C(C)=N/O.

XYZ file:
```
17
C4H9N3O (ωB97M-V/def2-TZVPD)
C -0.1535 0.3852 -2.2692
N 0.1271 -0.7274 -1.7203
N 0.1530 -0.8423 -0.3618
C -0.2561 -2.1586 0.0853
C 0.0078 0.2568 0.5034
C 0.9426 1.4237 0.3525
N -0.8034 0.1094 1.4867
O -0.6936 1.1983 2.3557
H -0.4463 1.2982 -1.7460
H -0.0941 0.4225 -3.3500
H 0.1390 -2.3303 1.0931
H 0.1853 -2.8692 -0.6110
H -1.3479 -2.2800 0.0867
H 0.4119 2.3677 0.2106
H 1.4953 1.5212 1.2938
H 1.6331 1.2732 -0.4722
H -1.3003 0.9516 3.0626
```

For reference, the Mulliken charges in units of e are: -0.388 -0.749 0.662 -0.815 0.562 -1.287 -0.505 -0.405 0.285 0.274 0.303 0.299 0.281 0.329 0.386 0.389 0.378

ii) Entry from the OMol25 dataset: a molecular structure, C4H9N3O (ωB97M-V/def2-TZVPD).

The value obtained for the LUMO energy (alpha / beta) is 0.15 / 0.16 eV. Its charge is 0. The spin multiplicity is 1. The frontier orbital gap (alpha / beta) is 7.48 / 7.49 eV.

XYZ file:
```
17
C4H9N3O (ωB97M-V/def2-TZVPD)
C 0.4005 -1.5564 0.3753
C -0.8150 -0.3946 -0.5605
C -0.6203 0.8308 0.0240
N -1.4835 1.9271 -0.1524
N 1.8054 0.9333 0.2877
C 0.5520 0.8646 0.8301
O 1.1978 -2.0367 -0.6638
N -1.3878 -1.0640 -1.4581
H 0.6080 -2.1067 -1.4374
H -2.4281 1.8154 0.1883
H -1.0924 2.8322 0.0591
H -2.3922 -0.9406 -1.5601
H 1.9225 0.4474 -0.5941
H 2.5873 0.8173 0.9172
H 1.0441 -1.4250 1.2443
H -0.4028 -2.2402 0.6683
H 0.5046 1.2957 1.8321
```

For reference, the Mulliken charges in units of e are: -0.739 0.431 0.314 -0.506 -0.289 -0.499 -0.539 -0.770 0.362 0.215 0.231 0.218 0.320 0.235 0.346 0.340 0.330

Which of them is most stable, and which least? Most stable: i); least stable: ii).

i) Entry from the OMol25 dataset: C4H9N3O in the gas phase (ωB97M-V/def2-TZVPD).

The value obtained for the LUMO energy is 0.85 eV. Its charge is 0. The spin multiplicity is 1. The frontier orbital gap is 8.98 eV. As for the SMILES: C=C(/N=C\NN)OC.

XYZ file:
```
17
C4H9N3O (ωB97M-V/def2-TZVPD)
C 0.0342 2.2252 1.6009
C -0.0378 1.1350 0.8368
N 0.8460 0.9238 -0.2355
C 0.8857 0.1102 -1.2806
N -0.2304 -0.6529 -1.5666
N -0.1718 -1.5056 -2.6844
O -1.0722 0.2417 1.0436
C -0.4870 -0.8074 1.8013
H -0.8441 2.4585 2.2666
H 0.9358 2.8737 1.4170
H 1.7308 -0.0372 -1.8778
H -1.1236 -0.3526 -1.3496
H 0.1830 -0.9240 -3.4198
H 0.3842 -2.3706 -2.5330
H 0.2876 -1.3451 1.1563
H 0.0191 -0.4816 2.7472
H -1.3397 -1.4913 2.0777
```

For reference, the Mulliken charges in units of e are: -0.609 0.427 -0.550 -0.033 0.068 -0.781 -0.393 -0.639 0.265 0.277 0.453 0.250 0.249 0.253 0.227 0.321 0.214

ii) Entry from the OMol25 dataset: C4H9N3O in the gas phase (ωB97M-V/def2-TZVPD).

The value obtained for the LUMO energy (alpha / beta) is 0.27 / 0.27 eV. Its charge is 0. The spin multiplicity is 1. The frontier orbital gap (alpha / beta) is 8.25 / 8.25 eV.

XYZ file:
```
17
C4H9N3O (ωB97M-V/def2-TZVPD)
C -1.8121 -0.6588 -1.3970
N -0.0235 -0.1050 1.3607
C -0.0708 0.3030 -0.1116
C 1.3149 0.6831 -0.1558
N -0.1414 -1.4680 1.7186
C 2.5611 1.0430 -0.1777
O -0.4560 -0.7504 -0.9431
N -0.4860 1.5659 -0.4653
H -0.6679 0.4722 1.9038
H 0.7519 -1.7939 2.0724
H -0.3687 -1.9971 0.8769
H -0.3528 2.2623 0.2608
H -2.5182 -0.6493 -0.5615
H -1.9615 0.2404 -1.9946
H -1.9671 -1.5493 -2.0043
H 3.2934 0.5866 0.4751
H 2.9047 1.8152 -0.8574
```

For reference, the Mulliken charges in units of e are: -0.743 -0.188 1.928 -0.452 -0.648 -1.003 -0.411 -0.949 0.281 0.238 0.292 0.256 0.287 0.331 0.255 0.255 0.274

iii) Entry from the OMol25 dataset: C4H9N3O in the gas phase (ωB97M-V/def2-TZVPD).

The value obtained for the LUMO energy is 0.93 eV. Its charge is 0. The spin multiplicity is 1. The frontier orbital gap is 9.35 eV. As for the SMILES: C=NO/C=N/N(C)C.

XYZ file:
```
17
C4H9N3O (ωB97M-V/def2-TZVPD)
C -3.4006 0.3385 -0.0978
N -2.1570 0.5915 0.1538
O -1.6268 -0.6769 0.1206
C -0.2818 -0.6858 -0.0294
N 0.3739 0.3993 -0.2843
N 1.8028 0.1271 -0.4519
C 2.1934 -1.1875 0.1108
C 2.4481 1.2755 0.1672
H -3.8161 -0.6931 -0.1693
H -4.1411 1.1608 0.1639
H 0.2086 -1.6758 0.2466
H 3.3037 -1.2129 0.3555
H 1.5131 -1.4102 1.0218
H 2.0097 -1.9423 -0.6458
H 2.2027 1.3694 1.2655
H 2.1745 2.2534 -0.1767
H 3.6672 1.2966 0.1459
```

For reference, the Mulliken charges in units of e are: -0.222 -0.367 -0.122 0.164 -0.513 0.033 -0.773 -0.740 0.271 0.240 0.340 0.316 0.209 0.303 0.299 0.312 0.251

iv) Entry from the OMol25 dataset: C4H9N3O in the gas phase (ωB97M-V/def2-TZVPD).

The value obtained for the LUMO energy (alpha / beta) is 0.29 / 0.29 eV. Its charge is 0. The spin multiplicity is 1. The frontier orbital gap (alpha / beta) is 7.50 / 7.50 eV.

XYZ file:
```
17
C4H9N3O (ωB97M-V/def2-TZVPD)
C -0.0614 -1.7899 -0.2803
C 0.6021 1.2137 -0.9184
C 0.8102 0.5870 0.1977
C -0.4964 -0.4611 0.3441
N -1.3282 0.2904 -0.6769
N 1.7388 0.4439 1.1545
O 0.4424 2.3718 -1.5162
N -0.9284 -0.5905 1.6139
H 0.5818 2.2738 -2.4696
H -1.9322 -0.3238 -1.2190
H -1.9206 0.9712 -0.2099
H 2.3850 1.1896 1.3581
H 1.3668 -0.0851 1.9473
H -1.3681 0.2767 1.9280
H 0.3438 -1.6544 -1.2839
H -0.9279 -2.4539 -0.3190
H 0.6922 -2.2592 0.3494
```

For reference, the Mulliken charges in units of e are: -1.492 -0.081 0.047 1.121 -0.521 -0.416 -0.433 -0.979 0.406 0.213 0.265 0.234 0.359 0.174 0.384 0.373 0.346

Which of them is most stable, and which least? Most stable: i); least stable: ii).

i) Entry from the OMol25 dataset: C4H9N3O in the gas phase (ωB97M-V/def2-TZVPD).

The value obtained for the LUMO energy is 0.90 eV. Its charge is 0. The spin multiplicity is 1. The frontier orbital gap is 9.43 eV. As for the SMILES: C=C/C(N)=N/N(C)O.

XYZ file:
```
17
C4H9N3O (ωB97M-V/def2-TZVPD)
C 3.0163 -0.0562 -0.8639
C 2.1551 0.0779 0.1438
C 0.6063 0.4048 -0.1198
N 0.2409 1.2445 -1.1269
N -0.1047 -0.3174 0.6565
N -1.5618 0.0213 0.4409
C -2.4248 -0.6213 1.4300
O -2.0327 -0.4784 -0.8309
H 4.0727 -0.2241 -0.6724
H 2.7017 -0.0027 -1.9013
H 2.4375 -0.0164 1.1864
H -0.7379 1.5039 -1.0147
H 0.9264 1.9410 -1.3872
H -2.1427 -0.2965 2.4359
H -3.4728 -0.3392 1.2776
H -2.3454 -1.7153 1.3816
H -1.3340 -1.1258 -1.0355
```

For reference, the Mulliken charges in units of e are: -0.695 -0.244 0.504 -0.417 -0.585 -0.157 -0.700 -0.384 0.263 0.291 0.311 0.314 0.285 0.293 0.267 0.299 0.356

ii) Entry from the OMol25 dataset: a molecular structure, C4H9N3O (ωB97M-V/def2-TZVPD).

The value obtained for the LUMO energy is -1.52 eV. Its charge is 0. The spin multiplicity is 1. The frontier orbital gap is 7.43 eV.

XYZ file:
```
17
C4H9N3O (ωB97M-V/def2-TZVPD)
C 1.9912 -1.1546 -0.1625
N 0.5874 -0.8566 -0.3227
N 0.1680 -0.5200 -1.5172
C -1.1705 0.5970 -0.6673
N -2.1585 -0.3221 -0.2670
C -0.0620 0.8905 0.6098
C -0.4076 1.0591 1.8938
O -1.4832 1.6422 -1.2372
H 0.6354 0.2201 -2.0538
H -2.9023 -0.3876 -0.9497
H -1.7604 -1.2235 -0.0303
H 0.7707 1.4808 0.2331
H 2.6502 -0.5033 -0.7483
H 2.1253 -2.1860 -0.5023
H 2.2363 -1.1202 0.8975
H -1.2892 0.5815 2.3024
H 0.0692 1.8027 2.5216
```

For reference, the Mulliken charges in units of e are: -0.730 0.003 -0.480 0.667 -0.518 -0.137 -0.726 -0.626 0.279 0.241 0.256 0.292 0.325 0.269 0.316 0.295 0.275

iii) Entry from the OMol25 dataset: C4H9N3O in the gas phase (ωB97M-V/def2-TZVPD).

The value obtained for the LUMO energy is 0.95 eV. Its charge is 0. The spin multiplicity is 1. The frontier orbital gap is 10.91 eV. As for the SMILES: CNO[C@](C)(N)C#N.

XYZ file:
```
17
C4H9N3O (ωB97M-V/def2-TZVPD)
C 2.3740 -0.6788 -0.2682
N 1.4658 0.1980 0.4496
O 0.4210 0.7221 -0.4445
C -0.8226 0.2557 0.0374
C -1.8766 0.6153 -1.0084
N -1.1320 0.8687 1.3181
C -0.7198 -1.2167 0.1866
N -0.8120 -2.3478 0.3755
H 2.7804 -0.2389 -1.1842
H 3.1891 -0.9315 0.4075
H 1.8400 -1.5925 -0.5268
H 1.9621 1.0408 0.7398
H -1.5683 0.2469 -1.9832
H -1.9618 1.6977 -1.0416
H -2.8334 0.1761 -0.7374
H -1.9566 0.4460 1.7278
H -0.3493 0.7387 1.9520
```

For reference, the Mulliken charges in units of e are: -0.768 -0.487 -0.264 1.425 -1.591 -0.684 0.089 -0.495 0.278 0.309 0.283 0.246 0.362 0.405 0.367 0.251 0.274

iv) Entry from the OMol25 dataset: a molecular structure, C4H9N3O (ωB97M-V/def2-TZVPD).

The value obtained for the LUMO energy is 0.91 eV. Its charge is 0. The spin multiplicity is 1. The frontier orbital gap is 7.42 eV.

XYZ file:
```
17
C4H9N3O (ωB97M-V/def2-TZVPD)
C 0.4973 -0.6026 1.3017
C -0.6999 0.0608 1.9330
C 0.5470 0.4897 -1.0559
C 1.1823 1.2497 -0.1548
N -0.9350 -1.2984 -1.0464
N 0.3004 0.8278 -2.3871
N 0.2054 -0.7624 -0.5389
O 1.5542 2.1902 0.4575
H -1.5501 -0.6849 -1.5764
H -1.1924 -2.2176 -0.7137
H 0.4649 1.8010 -2.6093
H 0.7365 0.1862 -3.0421
H 1.4552 -0.2408 1.6743
H 0.4888 -1.6814 1.4413
H -0.5958 1.1470 1.9753
H -0.8422 -0.2874 2.9623
H -1.6167 -0.1768 1.3791
```

For reference, the Mulliken charges in units of e are: -0.653 -0.855 0.284 0.389 -0.549 -0.522 -0.087 -0.484 0.211 0.203 0.226 0.221 0.373 0.349 0.278 0.342 0.273

Which of them is most stable, and which least? Most stable: iii); least stable: ii).